The following is a quantum chemistry calculation of the molecule C6H12O, from the Open Molecules 2025 dataset.

Properties
SMILES: CC1(O)CCCC1
Total charge: 0
Energy in Ha: -311.0587
Energy above the lowest of the compared OMol25 structures with the same formula, charge and spin in kJ/mol: 1.6
Kohn-Sham gap in eV: 11.1077
Spin multiplicity: 1
LUMO in hartree: 0.0352

Each line ends with the natural charge from an NBO analysis.
CARTESIAN COORDINATES (ANGSTROEM)
H1 1.66292 -2.13205 -0.50431  0.21
C1 -1.18472 1.01880 1.39836  -0.63
H2 -0.02218 -1.38496 1.16639  0.20
H3 -1.81123 -0.06688 -0.92683  0.21
H4 2.08751 -0.44354 -0.84147  0.21
H5 -0.70281 1.06710 -1.69845  0.23
C2 0.09191 -0.99041 -1.53207  -0.40
O1 0.71409 1.70550 0.06080  -0.73
H6 -0.50056 -1.91228 -1.48854  0.20
C3 -0.16130 0.60993 0.34255  0.25
H7 -1.88924 0.20534 1.60465  0.21
C4 0.65896 -0.62379 0.76130  -0.43
H8 1.39208 -0.39051 1.54473  0.21
C5 -0.75442 0.20542 -1.02569  -0.42
C6 1.26903 -1.11135 -0.55139  -0.40
H9 -1.75113 1.90218 1.08560  0.22
H10 1.19655 1.90893 0.87303  0.46
H11 0.42551 -0.87153 -2.56726  0.21
H12 -0.67440 1.26057 2.34021  0.20

Forces on the atoms, in the same order (eV/Å):
H -0.035 0.170 0.048
C -0.016 0.014 0.018
H 0.076 0.099 -0.057
H 0.171 0.026 0.014
H -0.123 -0.094 0.009
H 0.007 -0.120 0.129
C -0.025 -0.053 -0.064
O 0.190 0.086 0.202
H 0.054 0.137 -0.037
C -0.202 -0.266 0.028
H 0.108 0.101 -0.068
C 0.006 -0.015 0.045
H -0.103 0.012 -0.133
C -0.051 0.011 0.024
C 0.041 0.001 -0.010
H 0.106 -0.133 -0.027
H -0.043 0.029 -0.136
H -0.086 0.015 0.141
H -0.075 -0.019 -0.126

The following is a quantum chemistry calculation of a structure of composition C37H32CoN2O2P2S2, from the Open Molecules 2025 dataset.

Properties
⟨S²⟩: 0.783
Total charge: 0
Energy in Ha: -4551.0591
Kohn-Sham gap (alpha / beta) in eV: 6.4755 / 6.4533
Spin multiplicity: 2
LUMO (alpha / beta) in hartree: -0.0093 / -0.0089

Each line ends with the Mulliken charge.
CARTESIAN COORDINATES (ANGSTROEM)
C1 0.36714 0.10532 -3.06516  -0.35
C2 -0.03815 2.25678 3.14536  0.21
H1 -3.65498 -5.50960 1.77594  0.41
C3 -2.68938 2.12698 2.15754  0.24
C4 1.89429 3.40861 4.00763  -0.59
H2 -2.18469 -1.43727 4.14818  0.22
C5 2.38466 0.28093 -1.96486  0.37
H3 0.06892 2.08619 6.53352  0.44
H4 -3.33547 0.20821 2.84674  0.37
C6 3.01367 -2.99845 3.43605  -0.70
C7 1.93980 -1.55456 5.02760  -0.76
S1 0.01853 -2.29272 -0.08417  -0.83
C8 -2.30078 -3.84814 1.77336  -0.54
C9 -3.94476 -4.24713 3.48447  -0.50
H5 -4.60743 4.91483 2.06141  0.39
H6 4.14415 0.34159 -5.54992  0.33
P1 -0.51855 -1.68560 1.77123  0.81
H7 3.86123 -2.46478 5.33371  0.40
S2 -0.39981 2.33201 0.00434  -0.71
H8 -1.31699 1.36529 4.62643  0.34
H9 4.47697 0.50684 2.87978  0.52
C10 0.85385 -2.05452 2.92894  0.23
H10 2.85754 -1.55979 -6.13604  0.33
H11 2.79082 3.99080 3.83292  0.46
C11 1.52680 3.07376 5.30166  -0.58
C12 1.11216 3.00509 2.93109  -0.30
C13 0.97438 0.16055 -4.30208  -0.84
H12 -4.74833 -4.84782 3.89109  0.38
H13 4.14178 0.42097 -3.19210  0.24
Co1 0.19486 0.05818 -0.12701  -0.95
C14 1.93580 -2.84904 2.57056  -0.17
H14 0.38384 0.10120 -5.20592  0.46
P2 -1.01269 1.54874 1.76719  1.24
H15 -0.70627 0.01154 -2.96456  0.49
H16 -6.22194 3.36110 3.10572  0.37
C15 0.36765 2.33814 5.52345  -0.56
H17 1.39011 3.26173 1.91568  0.41
C16 4.97294 0.53664 0.77828  0.43
C17 -4.87505 1.69296 3.06943  -0.63
H18 1.93643 -3.33001 1.60065  0.43
C18 -3.05501 3.44692 1.91258  -0.59
C19 -3.60583 1.24972 2.72244  -0.17
C20 3.06457 0.34432 -0.64499  0.34
H19 6.63007 1.59269 1.58510  0.32
H20 2.78983 1.25271 -6.21822  0.32
C21 -3.33011 -4.61902 2.29876  -0.60
C22 3.05998 0.33213 -5.69938  -0.81
C23 3.06385 0.33500 -3.17644  -0.37
H21 8.06954 0.82440 -0.07020  0.31
C24 0.86601 -1.40827 4.16531  0.20
N1 1.05227 0.16418 -1.92143  0.19
H22 6.79338 -0.16857 1.61525  0.32
C25 -1.88138 -2.69972 2.43288  0.54
C26 6.45175 0.67786 1.00906  -0.47
H23 2.03978 0.27450 2.44305  0.92
H24 -2.34821 4.12038 1.44162  0.35
H25 -5.58910 1.00371 3.50240  0.44
H26 -4.00660 -2.80504 5.07545  0.43
C27 4.10791 0.46460 1.86231  -1.86
C28 -5.23088 3.01422 2.84188  -0.46
H27 5.09764 0.53836 -1.35042  0.53
H28 -1.82709 -4.12630 0.84005  0.37
C29 -0.40932 1.93396 4.45064  -0.46
C30 2.35870 0.27946 -4.36557  0.56
C31 2.75221 0.33193 1.62975  -0.68
O1 2.66188 -0.71903 -6.56289  -0.51
C32 4.43876 0.47777 -0.49841  -0.65
H29 0.05272 -0.74585 4.43711  0.05
C33 -0.80176 -0.07382 1.61175  0.46
H30 2.13428 3.39253 6.13933  0.39
C34 -3.52938 -3.09993 4.14934  -0.82
C35 3.01913 -2.35216 4.66218  -0.63
C36 -2.50277 -2.33213 3.62478  0.02
N2 2.24354 0.26896 0.40264  0.81
O2 7.12866 0.71933 -0.23346  -0.49
H31 3.85457 -3.61565 3.14459  0.43
H32 1.94180 -1.03732 5.97902  0.44
C37 -4.32289 3.88868 2.25660  -0.66

Forces on the atoms, in the same order (eV/Å):
C -0.015 0.000 -0.005
C -0.040 0.059 -0.019
H 0.000 0.000 0.002
C -0.017 -0.090 0.031
C 0.005 -0.001 -0.006
H -0.001 0.014 -0.009
C 0.008 -0.006 -0.012
H 0.001 0.000 -0.001
H 0.036 -0.027 0.029
C -0.007 -0.011 -0.024
C 0.023 -0.018 0.011
S 0.030 -0.081 -0.043
C -0.014 0.018 -0.002
C 0.007 -0.005 -0.010
H -0.003 -0.002 0.002
H 0.004 -0.014 0.005
P -0.026 -0.021 -0.034
H 0.002 0.000 -0.003
S 0.014 0.072 -0.028
H -0.009 0.005 0.005
H -0.014 0.000 0.004
C 0.021 0.035 -0.004
H 0.006 0.000 -0.003
H -0.003 0.001 -0.004
C -0.003 -0.001 0.005
C 0.015 -0.006 0.009
C 0.017 -0.020 0.001
H -0.001 0.001 0.000
H -0.004 -0.003 -0.011
Co -0.017 -0.022 0.080
C -0.036 -0.058 0.032
H -0.007 -0.001 0.006
P 0.082 0.060 -0.007
H 0.001 0.001 0.006
H 0.001 0.003 0.001
C -0.004 -0.001 0.005
H -0.001 0.000 0.004
C 0.015 0.001 0.010
C -0.015 0.027 -0.006
H 0.013 0.002 -0.002
C 0.011 0.015 0.077
C -0.040 -0.035 -0.087
C -0.013 -0.010 0.015
H 0.005 0.003 -0.001
H 0.017 0.011 0.006
C -0.008 -0.001 0.002
C -0.012 -0.008 -0.007
C 0.026 0.032 0.005
H 0.000 -0.001 0.002
C 0.012 0.020 -0.017
N 0.008 0.005 -0.016
H 0.003 -0.002 -0.001
C 0.028 -0.042 0.000
C -0.011 -0.006 -0.002
H 0.027 0.015 -0.017
H 0.000 0.006 0.009
H 0.004 0.000 0.002
H 0.003 0.001 -0.002
C 0.004 0.004 -0.006
C -0.002 -0.016 -0.001
H 0.005 0.000 0.010
H 0.004 0.000 0.002
C 0.012 0.048 0.006
C -0.017 -0.012 -0.005
C 0.020 0.025 -0.009
O -0.011 0.013 -0.001
C 0.008 0.003 -0.036
H 0.007 -0.020 -0.018
C -0.177 -0.010 0.034
H 0.000 -0.001 -0.001
C -0.004 -0.002 -0.003
C -0.014 0.018 0.017
C 0.013 0.032 0.014
N 0.010 -0.014 0.028
O 0.002 0.002 0.000
H -0.003 -0.001 -0.001
H -0.003 0.005 0.001
C 0.019 0.013 -0.012

The following is a quantum chemistry calculation of the ion C5H11N3 with charge +2 at a distorted geometry, from the Open Molecules 2025 dataset.

Properties
SMILES: [NH3+]CCc1c[nH]c[nH+]1
Total charge: +2
Energy in Ha: -360.7926
Energy above the lowest of the compared OMol25 structures with the same formula, charge and spin in kJ/mol: 26.6
Kohn-Sham gap in eV: 11.1867
Spin multiplicity: 1
LUMO in hartree: -0.2512

Each line ends with the natural charge from an NBO analysis.
CARTESIAN COORDINATES (ANGSTROEM)
C1 2.80529 0.36326 0.42162  0.29
C2 -0.68812 0.67394 -0.61787  -0.48
H1 0.11129 0.57433 2.22403  0.27
H2 2.08489 0.59651 -1.45197  0.47
N1 -2.54153 -1.10674 -0.20199  -0.68
C3 -1.39214 -0.61509 -1.08350  -0.22
H3 -3.42059 -1.10957 -0.72489  0.47
H4 -2.34032 -2.01859 0.22066  0.46
C4 0.60949 0.48269 0.13432  0.13
H5 -1.23788 1.39720 -0.03737  0.27
N2 1.84520 0.39884 -0.48737  -0.46
N3 2.22650 0.36340 1.60877  -0.44
H6 -0.46512 1.19417 -1.54401  0.27
H7 -0.65271 -1.41264 -1.13069  0.24
H8 2.76383 0.42566 2.46926  0.48
H9 3.86066 0.25375 0.24449  0.28
H10 -1.78845 -0.48206 -2.07871  0.26
H11 -2.65111 -0.44410 0.57094  0.45
C5 0.87081 0.46506 1.46429  -0.04

Forces on the atoms, in the same order (eV/Å):
C -0.009 -0.497 0.222
C 0.907 -0.296 -0.094
H 0.578 -0.098 0.417
H -0.369 -0.306 -0.148
N 0.664 0.751 0.258
C 0.299 -0.117 0.221
H -0.036 -0.329 0.114
H -0.309 -0.026 -0.264
C -0.104 0.067 -0.408
H -0.844 -0.007 0.127
N 0.396 0.424 -0.429
N 0.521 0.331 0.694
H 0.141 0.253 -0.105
H -0.175 -0.110 -0.024
H -0.265 -0.198 0.019
H 0.117 0.196 -0.092
H -0.240 0.032 -0.138
H -0.273 -0.134 0.022
C -1.000 0.064 -0.392

The following is a quantum chemistry calculation of the molecule C2BrF3S at a distorted geometry, from the Open Molecules 2025 dataset.

Properties
SMILES: FC1(F)S[C@@]1(F)Br
Total charge: 0
Energy in Ha: -3347.9626
Energy above the lowest of the compared OMol25 structures with the same formula, charge and spin in kJ/mol: 30.5
Kohn-Sham gap in eV: 10.4055
Spin multiplicity: 1
LUMO in hartree: 0.0028

Each line ends with the natural charge from an NBO analysis.
CARTESIAN COORDINATES (ANGSTROEM)
C1 -0.37347 0.58946 0.16484  0.11
F1 -1.36143 0.44531 1.04133  -0.31
F2 0.85365 -0.90683 -1.38685  -0.30
Br1 -0.72372 1.94121 -1.17495  0.10
F3 -0.01043 -1.78628 0.45030  -0.29
C2 0.38634 -0.69274 -0.13581  0.55
S1 1.22905 0.40987 1.04115  0.14

Forces on the atoms, in the same order (eV/Å):
C 1.338 -0.749 0.081
F -1.131 0.154 -0.106
F -0.281 -0.022 1.049
Br 0.183 -0.643 0.604
F -0.688 -1.385 -0.326
C 0.427 2.246 -0.037
S 0.151 0.400 -1.265